Below is a cluster of 3 separate species, C47H74F6N6O9P2 in total at a distorted geometry, with properties calculated with the ωB97M-V functional and the def2-TZVPD basis.

Its total charge is 0. The value obtained for the highest occupied orbital energy is -7.87 eV. As for the total energy: -4122.8022 Ha. Its SMILES is CCCCCCCCCCCCCCc1ccc2c(c1CC(=O)O)C(=O)c1cc(C(=O)C(F)(F)C(F)(F)C(F)(F)C(=O)O)ccc1C2=O.CN(C)P(=O)(N(C)C)N(C)C.CN(C)P(=O)(N(C)C)N(C)C. As for the orbital gap: 6.988 eV. The LUMO energy comes out at -0.9 eV.

Atoms and positions in Å:
C 3.51 -4.43 -0.60
C 2.10 -3.83 -0.83
C 2.03 -2.31 -0.67
C 2.72 -1.50 -1.80
C 2.49 -2.05 -3.22
C 3.73 -2.75 -3.79
C 3.57 -3.37 -5.20
C 2.19 -3.95 -5.51
C 1.14 -2.96 -6.05
C 1.63 -2.05 -7.20
C 1.71 -0.54 -6.84
C 0.80 0.36 -7.71
C 0.07 1.46 -6.88
C -1.48 1.39 -6.98
C -2.05 0.54 -5.87
C -1.67 -0.80 -5.80
C -2.14 -1.68 -4.84
C -3.04 -1.21 -3.91
C -3.45 0.13 -3.96
C -2.97 1.02 -4.92
C -3.46 2.46 -4.97
C -2.43 3.36 -4.28
O -1.35 3.53 -4.76
O -2.83 3.89 -3.11
C -4.47 0.51 -2.92
O -4.45 1.54 -2.30
C -5.51 -0.55 -2.68
C -6.85 -0.22 -2.53
C -7.75 -1.26 -2.35
C -9.21 -0.92 -2.23
O -9.58 -0.08 -1.47
C -10.25 -1.64 -3.16
F -11.45 -1.12 -2.86
F -10.30 -2.95 -2.83
C -9.99 -1.43 -4.66
F -10.08 -0.13 -4.95
F -8.74 -1.81 -5.00
C -10.94 -2.23 -5.61
F -10.73 -1.69 -6.84
F -12.22 -2.10 -5.30
C -10.53 -3.72 -5.74
O -11.07 -4.56 -5.08
O -9.56 -3.99 -6.60
C -7.34 -2.59 -2.27
C -5.99 -2.91 -2.42
C -5.10 -1.88 -2.64
C -3.64 -2.10 -2.86
O -2.99 -2.91 -2.25
H 4.24 -3.68 -0.30
H 3.88 -4.91 -1.51
H 3.47 -5.19 0.17
H 1.44 -4.26 -0.07
H 1.72 -4.19 -1.79
H 2.60 -2.09 0.24
H 1.01 -1.97 -0.52
H 2.25 -0.51 -1.77
H 3.78 -1.39 -1.56
H 2.26 -1.21 -3.88
H 1.61 -2.68 -3.22
H 4.09 -3.47 -3.06
H 4.50 -1.98 -3.86
H 4.27 -4.21 -5.23
H 3.92 -2.66 -5.95
H 1.76 -4.40 -4.60
H 2.25 -4.77 -6.23
H 0.30 -3.56 -6.42
H 0.71 -2.34 -5.26
H 0.89 -2.13 -8.00
H 2.60 -2.39 -7.55
H 1.48 -0.39 -5.78
H 2.73 -0.22 -7.06
H 1.41 0.88 -8.46
H 0.04 -0.24 -8.21
H 0.36 2.45 -7.25
H 0.33 1.36 -5.83
H -1.92 2.38 -6.96
H -1.72 0.98 -7.97
H -0.99 -1.18 -6.55
H -1.84 -2.72 -4.83
H -4.41 2.57 -4.45
H -3.64 2.76 -6.00
H -2.13 3.76 -2.46
H -7.13 0.82 -2.58
H -9.58 -4.95 -6.78
H -8.04 -3.40 -2.10
H -5.68 -3.94 -2.36
C 4.57 -2.05 6.68
N 4.30 -2.54 5.35
C 5.17 -3.66 4.98
P 3.62 -1.66 4.02
O 2.75 -2.77 3.49
N 2.29 -0.63 4.50
C 1.81 -0.59 5.87
C 1.13 -0.73 3.61
N 4.70 -0.34 4.18
C 6.10 -0.58 3.83
C 4.45 0.97 4.74
H 5.37 -1.29 6.73
H 4.88 -2.88 7.32
H 3.68 -1.66 7.16
H 6.17 -3.33 4.66
H 4.73 -4.23 4.16
H 5.29 -4.36 5.81
H 1.52 -1.59 6.24
H 0.94 0.06 5.94
H 2.54 -0.15 6.54
H 0.52 -1.62 3.82
H 1.44 -0.77 2.57
H 0.50 0.16 3.73
H 6.69 -0.86 4.71
H 6.56 0.31 3.39
H 6.19 -1.38 3.10
H 4.50 0.95 5.84
H 3.49 1.38 4.44
H 5.19 1.70 4.40
C 2.13 6.10 5.68
N 2.22 4.77 6.24
C 1.36 3.81 5.55
P 2.66 4.34 7.86
O 3.42 3.07 7.56
N 4.01 5.26 8.47
C 4.69 6.25 7.65
C 5.01 4.45 9.15
N 1.55 5.38 8.63
C 0.13 5.05 8.49
C 1.80 6.64 9.31
H 1.32 6.71 6.11
H 1.95 6.03 4.61
H 3.06 6.65 5.77
H 0.31 3.88 5.88
H 1.70 2.79 5.74
H 1.39 3.96 4.47
H 5.07 5.82 6.71
H 5.53 6.67 8.20
H 4.04 7.10 7.42
H 5.69 3.95 8.45
H 4.55 3.69 9.77
H 5.62 5.09 9.81
H -0.33 5.58 7.65
H -0.42 5.31 9.40
H 0.00 3.98 8.34
H 1.89 7.46 8.59
H 2.69 6.60 9.93
H 0.98 6.88 9.98

Below is the molecule C6H11NOS at a distorted geometry, with properties calculated with the ωB97M-V functional and the def2-TZVPD basis.

Its total charge is 0. The value obtained for the highest occupied orbital energy is -8.24 eV. As for the energy relative to the best compared isomer or geometry (same formula, charge and spin): 529.6 kJ/mol. As for the total energy: -763.2048 Ha. Its SMILES is C=[S@]1(=O)C=C(C)N(C)C1. As for the orbital gap: 8.812 eV. The LUMO energy comes out at 0.6 eV.

Atoms and positions in Å:
C 1.90 0.57 -2.65
S 1.34 0.16 -1.15
O 2.38 0.50 -0.21
C 0.44 -1.49 -0.18
C -0.61 -0.96 0.45
C -1.67 -1.48 1.45
N -0.81 0.47 0.35
C -0.27 1.16 1.54
C -0.32 1.07 -0.83
H 2.89 0.18 -2.88
H 1.28 0.00 -3.41
H 0.85 -2.48 -0.47
H -2.18 -0.61 1.86
H -1.32 -2.12 2.28
H -2.37 -2.01 0.82
H -0.60 0.51 2.38
H 0.80 1.22 1.40
H -0.62 2.20 1.58
H -0.99 0.98 -1.72
H -0.11 2.13 -0.62